Formula: C19H25N3O3S2
Source: OMol25
Level of theory: the ωB97M-V functional and the def2-TZVPD basis

Last columns: bonded neighbours and bond lengths (Å).
Positions of all 52 atoms, in Å:
1 S -3.3503 -1.9250 0.0143  C9 1.822, C19 1.838
2 S -0.3669 1.9268 -0.9124  O4 1.425, O5 1.435, N6 1.675, N7 1.647
3 O 0.7388 -2.1457 -3.0046  C15 1.214
4 O -1.2333 2.3179 -1.9747  S2 1.425
5 O -0.9424 1.2050 0.1858  S2 1.435
6 N 0.8774 1.0745 -1.6421  S2 1.675, C12 1.450, C17 1.414
7 N 0.3542 3.2837 -0.3192  S2 1.647, C14 1.442, C25 1.442
8 N -0.4531 -1.3702 -1.2500  C13 1.442, C15 1.344, H32 1.013
9 C -2.2074 -3.0486 -0.8525  S1 1.822, C13 1.524, H44 1.091, H51 1.090
10 C 4.3813 0.3645 -0.7508  C16 1.385, C21 1.382, H28 1.080
11 C 0.2330 -1.5627 3.4338  C18 1.384, C23 1.384, H36 1.081
12 C 0.5189 0.2382 -2.7706  N6 1.450, C15 1.532, H31 1.094, H34 1.092
13 C -0.7394 -2.6705 -0.6957  N8 1.442, C9 1.524, H39 1.094, H49 1.094
14 C 1.0481 4.0626 -1.3152  N7 1.442, H33 1.090, H37 1.096, H52 1.087
15 C 0.2763 -1.2200 -2.3691  O3 1.214, N8 1.344, C12 1.532
16 C 4.2608 -0.0669 0.5601  C10 1.385, C20 1.384, H29 1.079
17 C 1.9982 0.6717 -0.8796  N6 1.414, C21 1.393, C24 1.390
18 C -0.7942 -2.2821 2.8479  C11 1.384, C27 1.390, H35 1.082
19 C -3.0590 -2.3982 1.7663  S1 1.838, C27 1.495, H30 1.090, H50 1.091
20 C 3.0085 -0.1321 1.1455  C16 1.384, C24 1.384, H40 1.079
21 C 3.2594 0.7351 -1.4678  C10 1.382, C17 1.393, H42 1.079
22 C -1.0220 0.4580 3.1484  C23 1.385, C26 1.381, H45 1.080
23 C 0.1214 -0.1910 3.5849  C11 1.384, C22 1.385, H47 1.081
24 C 1.8780 0.2282 0.4322  C17 1.390, C20 1.384, H43 1.078
25 C 0.9500 3.2475 0.9930  N7 1.442, H38 1.096, H46 1.091, H48 1.086
26 C -2.0433 -0.2581 2.5549  C22 1.381, C27 1.390, H41 1.079
27 C -1.9406 -1.6358 2.4010  C18 1.390, C19 1.495, C26 1.390
28 H 5.3538 0.4156 -1.2172  C10 1.080
29 H 5.1385 -0.3550 1.1186  C16 1.079
30 H -2.8898 -3.4745 1.7908  C19 1.090
31 H 1.3116 0.2557 -3.5239  C12 1.094
32 H -0.8555 -0.5698 -0.7775  N8 1.013
33 H 1.0835 5.1046 -0.9972  C14 1.090
34 H -0.3902 0.6643 -3.1990  C12 1.092
35 H -0.7077 -3.3562 2.7486  C18 1.082
36 H 1.1189 -2.0782 3.7762  C11 1.081
37 H 2.0686 3.6982 -1.4794  C14 1.096
38 H 2.0029 2.9458 0.9623  C25 1.096
39 H -0.4561 -2.6762 0.3608  C13 1.094
40 H 2.9014 -0.4776 2.1626  C20 1.079
41 H -2.9238 0.2499 2.1936  C26 1.079
42 H 3.3517 1.0733 -2.4885  C21 1.079
43 H 0.9051 0.1659 0.8914  C24 1.078
44 H -2.3849 -4.0605 -0.4865  C9 1.091
45 H -1.1212 1.5262 3.2705  C22 1.080
46 H 0.8733 4.2380 1.4446  C25 1.091
47 H 0.9217 0.3704 4.0457  C23 1.081
48 H 0.3840 2.5355 1.5866  C25 1.086
49 H -0.1233 -3.3912 -1.2424  C13 1.094
50 H -4.0043 -2.1713 2.2606  C19 1.091
51 H -2.5010 -2.9902 -1.9001  C9 1.090
52 H 0.4787 3.9845 -2.2374  C14 1.087

Results
Max |F|: 1.07 eV/Å
Frontier orbital gap: 9.2 eV
LUMO: 0.645 eV
Electronic energy: -52392.3046 eV
SMILES string: CN(C)S(=O)(=O)N(CC(=O)NCCSCc1ccccc1)c1ccccc1
Relative energy (zero: lowest compared OMol25 entry of this formula, charge and spin): 7.0 kJ/mol

These are the natural (NBO) partial charges, in e, on atoms 1 to 5: atom 1 (S): 0.186, atom 2 (S): 2.470, atom 3 (O): -0.628, atom 4 (O): -0.938, atom 5 (O): -0.955